[1]
# Cl2O4PY

A structure of composition Cl2O4PY (ωB97M-V with the def2-TZVPD basis set, the Open Molecules 2025 dataset).

Geometry as XYZ:
```
8
Cl2O4PY | the Open Molecules 2025 dataset | ωB97M-V with the def2-TZVPD basis set
Y 0.55 -1.47 -1.75
P -0.07 1.25 0.44
O 0.44 2.63 0.19
O -1.13 0.94 1.47
O 0.67 -0.04 -0.03
O -1.06 1.15 -0.65
Cl 2.28 -2.67 0.32
Cl -1.69 -1.80 0.02
```

Total energy = -43567.0792 eV
Net charge = -2
Frontier orbital gap = 3.078 eV
Strongest force on any atom = 0.159 hartree/bohr
2S+1 = 1

***

[2]
# Cl2OS

A cluster of 2 separate species, Cl2OS in total (ωB97M-V with the def2-TZVPD basis set, the Open Molecules 2025 dataset).

Geometry as XYZ:
```
4
Cl2OS | the Open Molecules 2025 dataset | ωB97M-V with the def2-TZVPD basis set
O -0.85 1.65 -0.07
S -0.04 0.60 0.45
Cl 1.49 0.04 -0.79
Cl -0.60 -2.30 0.41
```

Total energy = -37925.4059 eV
Net charge = 0
Frontier orbital gap (spin up / spin down) = 8.473 / 6.450 eV
Strongest force on any atom = 0.044 hartree/bohr
2S+1 = 1

***

[3]
# Cl3Cu4O12

A structure of composition Cl3Cu4O12 (ωB97M-V with the def2-TZVPD basis set, the Open Molecules 2025 dataset).

Geometry as XYZ:
```
19
Cl3Cu4O12 | the Open Molecules 2025 dataset | ωB97M-V with the def2-TZVPD basis set
Cu 4.56 -0.84 0.16
Cu -0.14 3.28 -1.50
Cu 1.53 -0.64 3.71
Cu -1.93 -2.10 0.34
Cl 1.01 0.11 0.45
O 2.31 -0.11 0.97
O 0.14 -1.11 0.45
O 0.65 0.86 1.51
O 0.89 0.99 -0.64
Cl -2.18 -0.70 3.68
O -3.16 0.31 4.13
O -1.00 -0.64 4.42
O -2.64 -1.99 3.89
O -2.16 -0.56 2.21
Cl 0.51 0.64 -4.80
O -0.46 -0.43 -5.12
O 0.33 0.63 -3.43
O 1.78 0.45 -5.19
O -0.04 1.85 -5.25
```

Total energy = -240661.4503 eV
Net charge = 0
Frontier orbital gap (spin up / spin down) = 3.147 / 4.507 eV
<S²> = 0.751
Strongest force on any atom = 0.198 hartree/bohr
2S+1 = 2

***

[4]
# Cl3CuFI

A structure of composition Cl3CuFI (ωB97M-V with the def2-TZVPD basis set, the Open Molecules 2025 dataset).

Geometry as XYZ:
```
6
Cl3CuFI | the Open Molecules 2025 dataset | ωB97M-V with the def2-TZVPD basis set
Cu -22.85 11.33 -27.66
I -23.61 13.90 -28.74
F -22.56 10.48 -29.69
Cl -22.33 12.04 -25.30
Cl -25.06 9.92 -27.09
Cl -21.23 8.92 -27.21
```

Total energy = -93024.6617 eV
Net charge = -3
Frontier orbital gap (spin up / spin down) = 5.424 / 5.346 eV
<S²> = 0.753
Strongest force on any atom = 0.040 hartree/bohr
2S+1 = 2

***

[5]
# Cl3HNOP

The molecule Cl3HNOP (ωB97M-V with the def2-TZVPD basis set, the Open Molecules 2025 dataset).

Geometry as XYZ:
```
7
Cl3HNOP | the Open Molecules 2025 dataset | ωB97M-V with the def2-TZVPD basis set
N 0.66 -0.50 1.14
O 0.47 0.65 -1.61
P -0.46 0.05 -0.67
Cl 2.26 -0.14 0.76
Cl -1.36 -1.55 -1.37
Cl -1.86 1.33 -0.06
H 0.29 0.17 1.82
```

Total energy = -50409.9053 eV
Net charge = 0
Frontier orbital gap (spin up / spin down) = 8.894 / 8.894 eV
SMILES string = O=P(Cl)(Cl)NCl
Strongest force on any atom = 0.076 hartree/bohr
2S+1 = 1

***

[6]
# Cl3HSSi

A cluster of 2 separate species, Cl3HSSi in total (ωB97M-V with the def2-TZVPD basis set, the Open Molecules 2025 dataset).

Geometry as XYZ:
```
6
Cl3HSSi | the Open Molecules 2025 dataset | ωB97M-V with the def2-TZVPD basis set
Si 0.33 0.34 -0.19
S -1.52 -0.24 -0.98
Cl 1.53 -2.06 0.94
Cl 0.22 1.29 1.56
Cl 1.44 1.14 -1.75
H -2.01 -0.47 0.41
```

Total energy = -56298.9901 eV
Net charge = 0
Frontier orbital gap = 8.270 eV
Strongest force on any atom = 0.056 hartree/bohr
2S+1 = 1

***

[7]
# Cl3Hg4O16S

A structure of composition Cl3Hg4O16S (ωB97M-V with the def2-TZVPD basis set, the Open Molecules 2025 dataset).

Geometry as XYZ:
```
24
Cl3Hg4O16S | the Open Molecules 2025 dataset | ωB97M-V with the def2-TZVPD basis set
Hg 2.69 -0.49 -0.31
Hg -1.67 2.08 -2.33
Hg 1.05 4.87 0.79
Hg -2.84 -0.49 1.53
S -0.07 1.48 0.65
O 0.96 0.67 -0.09
O -1.15 1.65 -0.38
O -0.72 0.63 1.62
O 0.31 2.83 1.01
Cl -1.64 -2.98 3.78
O -0.57 -3.49 4.60
O -2.19 -3.86 2.82
O -2.76 -2.63 4.56
O -1.14 -1.97 2.86
Cl 2.95 1.90 -3.06
O 2.76 1.99 -4.45
O 2.62 3.09 -2.36
O 2.23 0.80 -2.52
O 4.26 1.56 -2.59
Cl -0.98 -1.58 -1.26
O 0.36 -1.82 -0.86
O -1.61 -2.62 -1.90
O -1.85 -1.27 -0.14
O -1.02 -0.35 -1.97
```

Total energy = -97790.5273 eV
Net charge = +3
Frontier orbital gap = 1.652 eV
Strongest force on any atom = 0.118 hartree/bohr
2S+1 = 1

***

[8]
# Cl3Na2O12

A structure of composition Cl3Na2O12 (ωB97M-V with the def2-TZVPD basis set, the Open Molecules 2025 dataset).

Geometry as XYZ:
```
17
Cl3Na2O12 | the Open Molecules 2025 dataset | ωB97M-V with the def2-TZVPD basis set
Na -1.22 0.09 2.64
Na -0.15 2.19 -1.90
Cl 2.43 -2.97 0.50
O 3.51 -3.78 0.13
O 2.48 -2.45 1.83
O 2.50 -1.98 -0.50
O 1.31 -3.77 0.36
Cl -2.81 2.04 -1.01
O -1.51 2.74 -1.16
O -3.47 2.68 0.12
O -3.47 2.21 -2.24
O -2.40 0.74 -0.49
Cl 0.53 0.42 0.32
O 1.28 -0.78 0.58
O 0.86 0.83 -0.96
O -0.84 0.41 0.50
O 0.97 1.39 1.28
```

Total energy = -70946.0926 eV
Net charge = -1
Frontier orbital gap = 5.236 eV
Strongest force on any atom = 0.168 hartree/bohr
2S+1 = 1

***

What did the seventh record say?
# Cl3Hg4O16S

A structure of composition Cl3Hg4O16S (ωB97M-V with the def2-TZVPD basis set, the Open Molecules 2025 dataset).

Geometry as XYZ:
```
24
Cl3Hg4O16S | the Open Molecules 2025 dataset | ωB97M-V with the def2-TZVPD basis set
Hg 2.69 -0.49 -0.31
Hg -1.67 2.08 -2.33
Hg 1.05 4.87 0.79
Hg -2.84 -0.49 1.53
S -0.07 1.48 0.65
O 0.96 0.67 -0.09
O -1.15 1.65 -0.38
O -0.72 0.63 1.62
O 0.31 2.83 1.01
Cl -1.64 -2.98 3.78
O -0.57 -3.49 4.60
O -2.19 -3.86 2.82
O -2.76 -2.63 4.56
O -1.14 -1.97 2.86
Cl 2.95 1.90 -3.06
O 2.76 1.99 -4.45
O 2.62 3.09 -2.36
O 2.23 0.80 -2.52
O 4.26 1.56 -2.59
Cl -0.98 -1.58 -1.26
O 0.36 -1.82 -0.86
O -1.61 -2.62 -1.90
O -1.85 -1.27 -0.14
O -1.02 -0.35 -1.97
```

Total energy = -97790.5273 eV
Net charge = +3
Frontier orbital gap = 1.652 eV
Strongest force on any atom = 0.118 hartree/bohr
2S+1 = 1